{
  "formula": "C45H98F3N5O6",
  "method": "ωB97M-V/def2-TZVPD",
  "elements": ["N", "O", "O", "O", "C", "C", "C", "C", "N", "C", "C", "C", "C", "C", "C", "C", "H", "H", "H", "H", "H", "H", "H", "H", "H", "H", "H", "H", "H", "H", "H", "H", "H", "H", "H", "H", "H", "H", "H", "H", "C", "C", "C", "C", "N", "C", "C", "C", "C", "C", "C", "C", "H", "H", "H", "H", "H", "H", "H", "H", "H", "H", "H", "H", "H", "H", "H", "H", "H", "H", "H", "H", "H", "H", "H", "H", "C", "C", "C", "C", "N", "C", "C", "C", "C", "C", "C", "C", "H", "H", "H", "H", "H", "H", "H", "H", "H", "H", "H", "H", "H", "H", "H", "H", "H", "H", "H", "H", "H", "H", "H", "H", "C", "C", "N", "C", "C", "C", "C", "C", "O", "C", "H", "H", "H", "H", "H", "H", "H", "H", "H", "H", "H", "H", "H", "H", "H", "H", "H", "H", "H", "H", "C", "O", "O", "C", "F", "F", "F", "C", "C", "H", "H", "H", "H", "H", "H"],
  "xyz": [[7.6291, 12.7139, 11.7876], [6.9086, 12.9123, 10.8427], [7.4741, 11.6978, 12.4275], [8.3514, 13.6348, 12.2131], [11.7060, 7.4603, 11.5503], [10.8164, 8.0811, 10.4173], [11.5749, 9.2672, 9.7044], [10.6510, 9.9309, 8.7425], [11.3293, 11.0104, 7.7850], [11.8840, 12.2770, 8.4275], [11.9754, 13.3842, 7.3925], [10.7589, 13.1332, 6.5584], [10.2229, 11.7253, 6.8642], [12.5074, 10.4978, 6.9554], [12.2637, 9.3099, 6.0487], [13.6253, 8.7789, 5.3858], [11.1579, 6.8187, 12.2403], [12.0864, 8.2075, 12.2468], [12.5242, 6.8702, 11.1375], [9.9214, 8.3756, 10.9655], [10.4961, 7.3966, 9.6319], [12.5326, 9.0046, 9.2551], [11.6571, 10.0562, 10.4519], [9.8074, 10.4441, 9.2040], [10.2503, 9.2505, 7.9911], [12.7254, 12.1782, 9.1135], [11.1503, 12.5153, 9.1975], [12.9592, 13.3231, 6.9271], [12.1013, 14.3883, 7.7976], [10.9623, 13.2276, 5.4917], [9.9705, 13.8411, 6.8140], [9.8488, 11.2032, 5.9835], [9.3567, 11.8073, 7.5208], [13.4111, 10.3948, 7.5561], [12.8134, 11.2468, 6.2250], [11.6553, 9.5137, 5.1675], [11.8087, 8.4360, 6.5151], [13.9986, 9.4894, 4.6482], [13.4008, 7.8312, 4.8964], [14.3610, 8.6055, 6.1711], [0.1681, 17.5452, 12.6328], [0.9270, 16.4119, 11.8463], [2.4846, 16.4919, 11.9996], [3.0849, 17.8619, 11.6996], [4.6071, 18.0905, 11.8785], [5.3816, 17.4819, 10.6732], [5.4779, 18.6147, 9.6239], [4.9319, 19.8593, 10.3217], [4.9535, 19.6222, 11.8904], [5.1220, 17.3700, 13.1165], [4.5108, 17.8738, 14.4813], [4.9646, 16.8848, 15.5892], [-0.8873, 17.2920, 12.5312], [0.3489, 18.5912, 12.3852], [0.4062, 17.5396, 13.6964], [0.6974, 16.6231, 10.8019], [0.6071, 15.4195, 12.1640], [2.8780, 15.6498, 11.4302], [2.6379, 16.1906, 13.0359], [2.7263, 18.6680, 12.3396], [2.8875, 18.0327, 10.6413], [6.3573, 17.1469, 11.0252], [4.7923, 16.6212, 10.3570], [6.4977, 18.7830, 9.2778], [4.9637, 18.4281, 8.6810], [5.6577, 20.6219, 10.0394], [3.9280, 20.1462, 10.0089], [5.8588, 19.7868, 12.4748], [4.1465, 20.2760, 12.2213], [6.2077, 17.4663, 13.1130], [4.9569, 16.3040, 12.9599], [3.4402, 17.6748, 14.4323], [4.7884, 18.9262, 14.5397], [6.0331, 16.9544, 15.7932], [4.5631, 15.9173, 15.2880], [4.4386, 17.1127, 16.5163], [-0.1459, 9.0829, 9.2229], [-0.0049, 9.6745, 10.6307], [1.4303, 9.6528, 11.1657], [1.7599, 8.2923, 11.8910], [3.1951, 8.1961, 12.3435], [4.2531, 8.1890, 11.1633], [4.1912, 6.8292, 10.5277], [3.6394, 5.8772, 11.6937], [3.3992, 6.8061, 12.9352], [3.5483, 9.2293, 13.4288], [2.6889, 9.2466, 14.6923], [3.2805, 10.1954, 15.7321], [-1.2114, 9.0691, 8.9938], [0.1889, 8.0479, 9.1532], [0.2161, 9.7641, 8.4529], [-0.7586, 9.2606, 11.3005], [-0.3405, 10.7108, 10.6675], [1.4883, 10.3148, 12.0298], [2.2443, 9.8587, 10.4707], [1.6217, 7.4721, 11.1865], [1.0094, 8.1561, 12.6697], [5.1746, 8.1877, 11.7455], [4.3310, 9.1269, 10.6134], [5.1967, 6.5576, 10.2060], [3.5137, 6.7666, 9.6761], [4.3304, 5.0624, 11.9100], [2.7142, 5.4179, 11.3458], [4.1882, 6.6989, 13.6795], [2.4792, 6.4553, 13.4028], [3.5270, 10.1838, 12.9030], [4.5684, 9.0262, 13.7549], [2.4462, 8.2988, 15.1726], [1.6746, 9.5884, 14.4864], [2.6215, 10.6649, 16.4626], [3.8897, 10.9417, 15.2221], [3.9805, 9.5955, 16.3136], [11.6655, 11.5116, 16.1044], [11.2325, 11.2488, 17.6455], [9.7178, 11.0174, 17.9001], [8.9669, 12.3293, 17.5238], [9.1074, 9.7814, 17.1456], [9.7599, 8.4244, 17.5413], [9.6482, 10.7779, 19.5137], [8.1641, 10.4170, 20.0276], [7.2161, 11.5019, 19.7723], [7.1154, 12.4717, 20.8612], [12.5641, 12.0857, 15.8782], [10.9338, 12.2300, 15.7349], [11.7389, 10.6844, 15.3984], [11.5664, 12.0441, 18.3119], [11.7388, 10.3105, 17.8718], [9.1671, 12.5408, 16.4734], [9.2626, 13.1259, 18.2064], [7.8872, 12.1913, 17.5816], [9.2232, 9.9571, 16.0761], [8.0322, 9.7595, 17.3233], [9.7198, 8.3089, 18.6244], [10.7952, 8.2500, 17.2483], [9.1980, 7.6110, 17.0823], [10.0065, 11.6391, 20.0775], [10.3021, 9.9459, 19.7753], [8.1614, 10.3096, 21.1123], [7.6505, 9.5893, 19.5386], [8.0480, 13.0191, 20.7241], [7.1148, 12.1057, 21.8879], [6.2541, 13.1294, 20.7439], [4.4559, 13.5544, 5.7844], [4.5320, 12.1903, 5.3202], [5.1652, 14.2689, 4.8267], [2.8907, 13.8411, 6.0815], [2.0583, 13.2035, 5.3590], [2.6287, 13.5773, 7.3446], [2.6190, 15.1774, 5.9496], [4.4651, 11.0669, 6.2165], [3.5165, 10.0126, 5.8565], [3.5803, 9.3043, 6.6826], [2.5348, 10.4566, 6.0218], [3.6008, 9.5302, 4.8827], [4.3117, 11.3084, 7.2683], [5.4369, 10.5734, 6.2234], [4.9604, 13.6254, 6.7480]],
  "forces_ev_per_angstrom": [[-0.75, 2.26, 1.19], [-1.19, 0.45, -3.06], [0.62, -3.19, 1.88], [1.33, 0.30, 0.23], [-0.31, -0.23, -0.58], [1.32, 0.23, 0.64], [-1.38, 0.41, 1.36], [0.17, 0.92, -2.68], [0.52, 1.03, -1.12], [-1.00, 0.40, 2.54], [1.44, -0.52, 0.70], [-0.59, 0.01, -1.16], [0.10, -0.04, 1.13], [-0.27, -0.37, -1.23], [1.11, -1.58, -0.93], [-1.28, 0.53, 1.00], [-0.36, -0.31, -0.43], [0.26, 0.41, -0.46], [0.13, 0.14, 0.12], [-0.18, 0.70, -0.53], [0.18, -0.46, 0.27], [-0.09, -0.24, 0.22], [1.00, -0.20, 0.40], [0.18, 0.07, 0.12], [-0.13, -0.17, 0.10], [0.65, -0.81, -0.80], [-0.67, 0.33, -0.24], [-0.22, -0.48, -0.81], [-0.82, -0.11, 0.56], [-0.07, 0.11, 0.05], [0.03, 0.00, -0.15], [0.77, -0.57, 0.14], [0.11, -0.07, 0.16], [-0.40, -0.34, 0.55], [-0.42, 0.67, 0.39], [-0.40, 0.51, 0.33], [-0.03, 0.12, 0.39], [0.08, -0.05, 0.11], [0.12, 0.12, -0.04], [0.16, -0.01, -0.15], [0.20, -1.25, 0.42], [0.82, 2.63, -0.04], [-0.63, -0.77, 1.14], [0.59, 0.28, -0.22], [0.72, -0.72, 0.63], [-0.62, 0.63, -0.14], [-0.23, -0.49, 0.09], [1.61, 0.53, 0.72], [-1.11, -1.04, -2.61], [-0.42, 0.37, 0.70], [0.57, -1.70, -1.55], [-0.51, 1.28, -0.10], [-0.08, 0.47, 0.09], [0.01, -0.23, -0.82], [-0.02, -0.43, 0.24], [-0.18, -0.64, -0.17], [-0.09, 0.18, -0.18], [0.43, 0.36, -0.41], [0.35, 0.22, 0.24], [-0.78, -0.32, -0.24], [-0.04, 0.58, 0.07], [-0.15, 0.05, 0.01], [0.21, 0.00, -0.04], [0.14, -0.15, 0.48], [-0.38, -0.33, 0.27], [-0.56, 0.61, 0.26], [0.15, -0.05, 0.04], [0.09, -0.16, -0.46], [-0.05, -0.62, 0.82], [0.01, 0.33, 0.05], [-0.27, 0.05, 0.01], [-0.18, 0.84, -0.13], [-0.30, -0.07, 0.72], [-0.03, -0.52, -0.18], [0.70, -0.28, 0.03], [0.09, 0.20, 0.06], [-1.22, 0.63, 0.33], [0.30, 0.47, -0.58], [0.21, -1.49, 2.19], [-0.41, 0.69, -2.05], [0.57, -0.55, 1.31], [0.37, 0.33, 2.04], [-0.95, -0.76, 0.52], [0.58, 1.00, -0.58], [-0.72, -1.50, -1.44], [-0.06, -0.30, -0.37], [-1.86, 0.48, 0.03], [1.25, -0.52, -0.02], [-0.17, -0.28, 0.04], [0.35, 0.18, -0.20], [0.73, -0.37, 0.06], [0.44, -0.73, 0.35], [0.22, 0.24, -0.58], [0.10, 0.76, -0.36], [-0.48, 0.33, -0.33], [0.05, -0.10, 0.00], [0.64, -0.10, 0.49], [0.12, 0.14, 0.14], [-0.80, -0.21, -0.25], [-0.16, -0.08, -0.04], [0.15, 0.11, -0.03], [-0.01, 0.17, 0.12], [0.02, 0.07, 0.19], [0.19, 0.77, -0.27], [-0.01, 0.46, 0.16], [0.06, 0.11, 0.32], [0.16, -0.06, -0.44], [0.71, -0.44, -0.30], [-0.06, 0.31, -0.53], [-0.33, -0.12, -0.47], [-0.15, 0.34, 0.16], [0.24, 0.16, 0.21], [-1.50, 1.20, 0.73], [0.85, -1.11, -2.41], [0.03, 0.45, 1.48], [-0.14, -1.19, -0.19], [1.26, -0.03, 0.18], [-0.35, 0.66, 0.26], [-2.24, -0.82, -0.77], [-0.33, 2.32, -0.74], [-0.18, -0.52, 1.04], [1.35, 0.05, -1.07], [0.44, -0.14, 1.18], [-0.20, -0.28, -0.48], [-0.48, -0.44, 0.61], [-0.19, -0.06, -0.16], [-0.20, 0.12, 0.67], [0.32, 0.12, 0.24], [0.19, -0.16, -0.19], [0.22, -0.28, 0.39], [0.20, 0.32, 0.07], [0.17, 0.24, 0.36], [-0.13, -0.28, -0.09], [0.00, 0.51, -0.20], [-0.19, 0.13, 0.07], [-0.03, 0.32, -0.66], [0.06, 0.06, -0.41], [0.54, -0.57, -0.04], [0.76, -0.35, 0.09], [-0.15, 0.78, 0.54], [-0.15, -0.74, -0.18], [0.09, -0.28, -0.41], [2.20, 1.48, -3.19], [-0.74, -2.17, 0.85], [-2.65, -0.79, 2.64], [3.81, 2.60, -0.81], [-1.96, -1.53, -1.75], [-0.61, -0.77, 2.31], [-0.08, -0.09, -0.06], [1.97, 1.41, -0.44], [-1.95, -0.20, 0.58], [0.14, -0.69, -0.18], [-0.47, -0.22, -0.68], [0.11, 0.22, 0.11], [-0.26, 0.64, 0.13], [0.74, 0.19, -0.10], [-0.10, -0.13, 0.89]],
  "charge": 2,
  "de_lowest_ev": 0.000,
  "homo_energy_ev": -7.488,
  "molar_mass_g_mol": 862.3,
  "total_energy_ha": -2797.21445
}